[1]
{"formula": "C3HCl3O", "method": "ωB97M-V/def2-TZVPD", "e_tot_ha": -1570.674877, "smiles": "O=C(Cl)/C(Cl)=C/Cl", "e_lumo_ev": -0.9, "e_above_lowest_kj_mol": 115.8, "homo_ev": -10.5, "species": ["C", "C", "C", "O", "Cl", "Cl", "Cl", "H"], "positions_angstrom": [[-1.2190, -0.2480, 0.2321], [1.0930, 0.5145, -0.0003], [0.2950, -0.5473, 0.2159], [-2.0383, -0.9633, 0.6592], [2.7143, 0.4605, -0.4686], [0.6892, -2.1728, -0.1014], [-2.2223, 1.4460, -0.6853], [0.6881, 1.5103, 0.1484]], "forces_ev_per_a": [[-1.24, -0.44, 0.41], [-0.51, -0.35, 0.42], [-1.03, 2.15, -1.69], [0.69, 0.54, -0.34], [0.17, -0.17, 0.16], [0.03, -0.02, 0.29], [1.94, -1.60, 0.96], [-0.04, -0.11, -0.20]]}

---

[2]
{"formula": "CH3NO2S", "method": "ωB97M-V/def2-TZVPD", "e_tot_ha": -643.260988, "e_lumo_ev": -1.2, "e_above_lowest_kj_mol": 139.6, "homo_ev": -9.7, "species": ["C", "N", "O", "O", "S", "H", "H", "H"], "positions_angstrom": [[1.5004, 0.2018, 0.1714], [-1.5451, -0.3389, -0.1738], [1.0237, -0.4113, -0.7644], [0.9929, 1.2073, 0.7559], [-1.1079, 1.2348, 0.1234], [2.3793, -0.1398, 0.5891], [-1.7953, -1.0711, 0.4265], [-1.4480, -0.6828, -1.1281]], "forces_ev_per_a": [[-1.66, -0.66, -1.69], [0.29, 3.11, -1.71], [0.23, -0.15, -0.60], [-2.82, 1.20, 0.10], [1.27, -2.88, 0.57], [2.50, -0.58, 1.27], [-0.26, -0.43, 1.73], [0.44, 0.39, 0.34]]}

---

[3]
{"formula": "C23H52GaO3P4Se", "method": "ωB97M-V/def2-TZVPD", "e_tot_ha": -6823.906900, "total_charge": 3, "e_lumo_ev": -11.0, "e_above_lowest_kj_mol": 316.0, "homo_ev": -15.3, "species": ["Ga", "P", "P", "P", "H", "C", "C", "H", "C", "C", "C", "C", "C", "C", "C", "C", "C", "H", "H", "H", "H", "H", "H", "H", "H", "H", "H", "H", "H", "H", "H", "H", "H", "H", "H", "H", "H", "H", "H", "H", "H", "H", "H", "H", "H", "H", "C", "C", "C", "C", "C", "C", "Se", "H", "H", "H", "H", "H", "H", "C", "C", "O", "P", "O", "C", "C", "O", "C", "C", "H", "H", "H", "H", "H", "H", "H", "H", "H", "H", "H", "H", "H", "H", "H"], "positions_angstrom": [[0.1057, 0.2898, -0.4692], [-1.8273, -2.8946, 0.0640], [2.1031, -0.7179, 1.4651], [1.7989, -1.5384, -1.7240], [-1.9510, 1.9775, -2.5127], [-2.3999, 1.0305, -2.8292], [-2.8671, 0.0155, -2.0814], [-3.2388, 0.0211, -1.0638], [-3.2265, -2.4081, 1.0709], [-0.5342, -3.4097, 1.1822], [-2.4043, -4.1583, -1.0815], [3.5484, 0.2879, 1.9957], [1.4169, -0.7593, 3.1689], [3.0659, -2.2864, 1.4879], [1.1516, -1.6828, -3.4351], [2.0288, -3.3470, -1.4093], [3.5363, -1.0145, -1.9906], [-2.7084, 0.9463, -3.8946], [-3.0535, -0.8993, -2.6474], [-3.3161, -1.3174, 1.0517], [-3.0754, -2.7580, 2.0997], [-4.1234, -2.8584, 0.6585], [-0.2107, -2.5235, 1.7769], [0.3226, -3.7689, 0.5862], [-0.8790, -4.1958, 1.8656], [-3.2868, -3.7663, -1.6235], [-2.6827, -5.0582, -0.4914], [-1.6091, -4.4009, -1.8043], [3.9777, -0.2584, 2.8504], [3.2018, 1.2739, 2.3279], [4.3046, 0.3586, 1.2037], [2.2415, -1.1297, 3.7938], [0.5205, -1.3821, 3.2811], [1.1782, 0.2702, 3.4763], [3.7159, -2.2963, 2.3761], [3.7089, -2.3150, 0.5946], [2.3694, -3.1306, 1.5457], [1.7061, -2.4595, -3.9941], [1.2102, -0.7065, -3.9351], [0.0932, -1.9699, -3.3736], [2.5505, -3.8274, -2.2514], [1.0371, -3.7964, -1.2776], [2.6128, -3.5233, -0.5039], [3.9628, -1.4944, -2.8847], [4.1606, -1.2396, -1.1189], [3.5631, 0.0784, -2.1186], [2.0582, 2.2101, -2.8294], [0.8081, 1.9187, -3.4009], [0.7069, 1.8552, -4.8000], [1.7772, 2.2754, -5.6306], [2.9389, 2.8073, -5.0361], [3.0851, 2.7495, -3.6550], [2.1528, 1.9467, -0.9432], [-1.2400, -1.7677, -0.6204], [-0.0623, 1.7957, -2.7317], [-0.2488, 1.5334, -5.2473], [1.6942, 2.2113, -6.7424], [3.7678, 3.2903, -5.6106], [3.9999, 3.0586, -3.1896], [-2.8268, -0.2337, 4.5399], [-2.7026, 0.6441, 3.3327], [-1.4845, 0.2424, 2.5512], [-1.0295, 1.2657, 1.3591], [-0.3361, 2.5113, 2.0650], [0.6892, 2.7390, 3.1794], [0.0095, 3.0301, 4.5074], [-2.4151, 1.9425, 0.8367], [-2.2738, 3.2167, 0.0887], [-3.5656, 3.5928, -0.6263], [-2.8340, -1.2981, 4.2914], [-3.7132, 0.0172, 5.1240], [-2.0085, -0.0514, 5.2213], [-3.5414, 0.4812, 2.6592], [-2.5499, 1.7102, 3.5427], [1.3182, 3.5914, 2.8545], [1.3235, 1.8462, 3.2535], [-0.3629, 2.1472, 5.0604], [0.8347, 3.4012, 5.1390], [-0.7723, 3.8045, 4.3932], [-1.9583, 3.9962, 0.8065], [-1.4718, 3.1410, -0.6823], [-4.4759, 3.4554, -0.0162], [-3.4575, 4.6510, -0.8936], [-3.6323, 3.0143, -1.5574]], "forces_ev_per_a": [[4.45, 0.55, -0.77], [-0.19, -0.18, 0.35], [0.63, 0.42, 1.43], [-0.27, -0.92, -1.72], [-0.82, -0.27, 0.13], [-0.94, -0.07, -0.46], [0.30, -0.18, -0.53], [0.76, 0.26, 0.41], [0.07, 0.52, 0.02], [0.77, 0.12, -0.03], [0.30, 0.04, -0.26], [-0.03, 0.35, -0.36], [-0.18, -0.24, 0.12], [-0.31, -0.19, -0.24], [-0.19, 0.25, 0.08], [-0.37, 0.11, 0.66], [0.07, 1.02, 0.47], [1.38, 0.01, 0.45], [-0.62, 0.20, 0.18], [-0.15, -0.16, 0.19], [-0.03, 0.13, -0.25], [-0.19, 0.03, 0.00], [-0.33, -0.60, -0.41], [-0.33, 0.04, 0.47], [0.02, 0.13, -0.22], [0.41, -0.25, 0.28], [0.14, 0.51, -0.35], [-0.35, -0.10, 0.23], [-0.08, 0.38, -0.29], [0.42, -0.09, -0.24], [-0.22, 0.25, 0.23], [-0.47, 0.02, 0.09], [0.30, 0.21, 0.15], [-0.03, -0.83, -0.01], [-0.33, 0.04, -0.27], [-0.25, -0.28, 0.48], [0.45, -0.06, -0.15], [-0.20, 0.47, 0.26], [0.02, -0.31, 0.02], [0.18, 0.01, -0.14], [-0.27, 0.37, 0.12], [0.29, -0.15, -0.25], [-0.22, -0.08, -0.30], [-0.42, -0.11, 0.26], [-0.14, -0.04, -0.20], [0.05, -0.54, -0.13], [-0.76, 0.58, -1.09], [0.54, -0.02, -0.69], [0.02, 0.43, -0.30], [-0.18, -0.06, -0.05], [-0.04, 0.07, -0.32], [-0.80, -0.99, 1.10], [-1.13, -0.22, 0.80], [-0.64, -0.75, 0.14], [0.69, -0.23, -0.70], [0.61, 0.24, 0.13], [-0.02, 0.15, 1.17], [-0.97, -0.70, 0.33], [0.36, 0.21, 0.07], [0.44, 0.08, 0.37], [-0.01, 0.11, -0.28], [0.44, 0.67, -2.09], [-2.53, 1.46, 3.28], [0.46, -1.09, -0.54], [-0.03, -0.18, -0.05], [0.21, 0.01, -0.01], [1.88, -0.87, -0.13], [0.05, 0.99, -0.26], [0.24, -0.34, 0.09], [-0.14, 0.15, -0.04], [-0.20, -0.03, -0.33], [0.41, -0.08, 0.17], [-0.06, 0.34, 0.00], [-0.43, -0.33, 0.20], [-0.70, -0.51, -0.15], [-0.29, 0.64, -0.25], [-0.07, 0.29, -0.63], [-0.43, 0.22, -0.11], [0.48, -0.37, 0.23], [-0.23, -0.55, -0.25], [-0.23, -0.21, 0.61], [0.52, 0.09, -0.23], [-0.21, -0.20, 0.03], [-0.35, 0.20, 0.33]]}

---

[4]
{"formula": "C4H10O", "method": "ωB97M-V/def2-TZVPD", "e_tot_ha": -233.458596, "e_lumo_ev": 0.7, "e_above_lowest_kj_mol": 489.3, "homo_ev": -6.9, "species": ["C", "C", "C", "C", "O", "H", "H", "H", "H", "H", "H", "H", "H", "H", "H"], "positions_angstrom": [[1.9779, -0.1250, 0.0274], [0.8759, -0.0918, -0.9953], [-0.2699, 0.6938, -0.7954], [-1.7256, -0.7092, 0.3161], [-0.2827, 1.6384, 0.1465], [1.5533, -0.0965, 1.0371], [2.6744, 0.7217, -0.0501], [2.5662, -1.0434, -0.0661], [1.0646, -0.4097, -2.0150], [-0.2659, -0.6721, -0.4453], [-0.9941, 0.7774, -1.6032], [-1.9568, -1.7121, -0.0687], [-1.4864, -0.7913, 1.3864], [-2.6520, -0.1128, 0.2146], [-1.1978, 1.8606, 0.3753]], "forces_ev_per_a": [[0.07, -0.05, 0.11], [0.32, 0.46, -0.25], [0.41, 0.13, -0.45], [-0.11, -0.22, 0.15], [-0.13, -0.02, 0.16], [0.08, -0.03, -0.08], [-0.18, -0.13, -0.03], [-0.10, 0.12, 0.02], [-0.11, -0.06, 0.11], [-0.78, 0.03, 0.31], [0.08, -0.17, 0.20], [0.02, 0.07, 0.02], [-0.03, 0.03, -0.17], [0.34, -0.11, -0.03], [0.12, -0.06, -0.07]]}

---

[5]
{"formula": "C5H7N3O", "method": "ωB97M-V/def2-TZVPD", "e_tot_ha": -434.118102, "smiles": "[H]/N=C1/NC=CC/C1=N/O", "e_lumo_ev": 0.3, "e_above_lowest_kj_mol": 331.4, "homo_ev": -8.1, "species": ["C", "C", "C", "C", "C", "H", "H", "H", "H", "H", "H", "H", "N", "N", "N", "O"], "positions_angstrom": [[-0.2595, -0.6764, -0.4204], [-0.4561, 0.4879, -1.3328], [0.2770, 1.7126, -0.8890], [0.6121, 1.9318, 0.3958], [0.3938, -0.3889, 0.9391], [-0.8685, -3.6439, -0.5013], [-0.1944, 0.3152, -2.3733], [-1.6218, 0.8447, -1.0993], [0.0663, 2.5650, -1.5244], [1.1047, 2.8110, 0.7349], [1.1544, 1.1241, 2.1617], [-0.0062, -2.1175, 1.5057], [-0.7013, -1.7707, -0.9033], [0.7455, 0.8956, 1.2706], [0.4113, -1.2483, 1.9228], [-0.6574, -2.8421, 0.1131]], "forces_ev_per_a": [[0.76, 0.47, -0.10], [-2.10, 1.77, 1.32], [-0.97, 1.24, 0.73], [1.20, -0.60, -1.99], [-1.44, -2.14, 2.58], [0.53, 2.03, 1.85], [-0.73, -0.44, -0.05], [2.55, -1.22, -1.38], [0.56, 0.12, -0.01], [-0.19, 0.93, 0.09], [-0.18, -0.79, 0.13], [0.90, 0.95, 1.14], [0.32, -0.95, 2.24], [-0.05, 0.39, -0.41], [-0.40, -0.21, -2.41], [-0.76, -1.54, -3.74]]}

---

[6]
{"formula": "C6H10", "method": "ωB97M-V/def2-TZVPD", "e_tot_ha": -234.470579, "smiles": "C=CCC(=C)C", "e_lumo_ev": 0.9, "e_above_lowest_kj_mol": 346.4, "homo_ev": -9.0, "species": ["C", "C", "C", "C", "C", "C", "H", "H", "H", "H", "H", "H", "H", "H", "H", "H"], "positions_angstrom": [[-0.1222, -0.3840, 2.2331], [0.2492, -0.4598, 0.7225], [1.0696, -1.4161, 0.2197], [-0.0619, 0.8702, -0.1309], [-0.9353, 0.6939, -1.4265], [-0.2202, 0.4752, -2.6045], [0.4588, 0.2634, 2.8889], [-1.2034, -0.2335, 2.2746], [0.0463, -1.3251, 2.8938], [0.9911, -2.4329, 0.7625], [1.9201, -1.1773, -0.4323], [0.6272, 1.6864, -0.2328], [-0.8377, 1.4452, 0.3749], [-1.9984, 1.1651, -1.4761], [0.8291, 0.0066, -2.5617], [-0.8125, 0.8228, -3.5053]], "forces_ev_per_a": [[-1.09, -2.75, 0.10], [1.94, 1.75, -0.18], [-0.74, -0.65, 2.17], [-3.17, -1.34, 1.07], [2.75, 0.76, -2.50], [-2.31, 0.42, 1.85], [-0.08, 0.98, -0.90], [0.11, 0.59, 0.55], [-0.24, 0.73, -1.83], [0.90, 1.75, -0.81], [-1.08, -0.54, -0.66], [1.30, -0.39, -0.44], [0.07, -0.20, 1.28], [2.04, -1.06, 0.22], [-1.80, 1.12, -0.44], [1.37, -1.17, 0.52]]}

---

[7]
{"formula": "C6H14N5", "method": "ωB97M-V/def2-TZVPD", "e_tot_ha": -510.505924, "total_charge": 1, "e_lumo_ev": -2.9, "e_above_lowest_kj_mol": 294.6, "homo_ev": -11.6, "species": ["C", "C", "C", "C", "N", "N", "H", "H", "H", "H", "H", "H", "C", "C", "N", "N", "N", "H", "H", "H", "H", "H", "H", "H", "H"], "positions_angstrom": [[-2.4311, -0.4047, 1.3656], [-2.8480, -0.1359, -1.2466], [-2.0855, 0.0155, 0.0390], [-0.9254, 1.0508, -1.5424], [-1.9702, 0.4580, -2.2352], [-1.0351, 0.7962, -0.2087], [-3.8323, -0.4053, -1.6330], [-2.0207, 0.2503, -3.1813], [-1.8523, -1.3025, 1.8110], [-3.4364, -0.8963, 1.4307], [-0.1781, 1.7205, -2.1745], [-2.1703, 0.2716, 2.2370], [2.1758, 1.6203, 0.8902], [1.7878, -0.7097, 0.0797], [2.6001, 0.4076, 0.0375], [0.6978, -0.7920, 0.9002], [2.3630, -1.7967, -0.5882], [3.5197, 0.2857, 0.2801], [-0.0119, 0.0721, 1.0906], [0.3218, -1.7441, 1.0213], [3.1823, -1.8968, -1.2474], [1.9890, -2.7718, -0.5641], [1.0925, 1.7150, 1.0157], [2.3936, 2.6473, 0.5307], [2.6741, 1.5451, 1.8920]], "forces_ev_per_a": [[-0.14, -2.67, 3.82], [3.46, 0.96, 0.79], [-3.32, 0.49, -5.34], [-0.07, -0.01, -0.93], [-0.36, 0.12, 5.81], [1.52, 1.48, -2.32], [0.41, -0.47, 0.76], [-0.19, 0.11, -1.96], [-0.21, 0.80, -1.35], [0.53, 1.21, 0.02], [-1.46, -1.67, 2.06], [-1.02, 0.06, -1.35], [-0.02, 0.01, 0.62], [2.14, -0.84, 0.72], [-4.64, 2.48, 0.71], [0.43, 0.11, -0.81], [-0.89, -1.42, 0.05], [2.70, -1.16, -0.18], [2.32, -2.07, -1.19], [0.01, 0.94, -0.35], [-1.17, 1.72, 1.36], [-0.31, 1.62, 0.56], [0.23, -0.63, -0.01], [0.62, -1.06, -0.67], [-0.59, -0.10, -0.81]]}

---

[8]
{"formula": "C29H20Cl4N3NaO5S", "method": "ωB97M-V/def2-TZVPD", "e_tot_ha": -4058.993138, "total_charge": -2, "e_lumo_ev": 3.8, "e_above_lowest_kj_mol": 0.0, "homo_ev": -0.9, "species": ["Na", "O", "C", "C", "O", "O", "C", "C", "C", "C", "C", "C", "C", "C", "C", "C", "C", "C", "H", "H", "H", "H", "H", "H", "H", "H", "H", "H", "H", "Cl", "C", "C", "Cl", "C", "Cl", "C", "O", "C", "O", "C", "Cl", "C", "N", "C", "C", "N", "C", "S", "C", "C", "C", "C", "C", "N", "H", "H", "H", "H", "H", "H", "H", "H", "H"], "positions_angstrom": [[1.2673, 2.6719, -0.1513], [1.0602, -2.3460, -0.9709], [1.9327, -1.7610, -0.0243], [1.8231, -0.1917, -0.3278], [2.4139, 0.5626, 0.4595], [1.1908, 0.0666, -1.3476], [3.2722, -2.3004, -0.2651], [3.4930, -3.5289, -0.8674], [4.7700, -4.0632, -0.9624], [5.8769, -3.3123, -0.5742], [5.6343, -2.0824, -0.0324], [4.3697, -1.5909, 0.2103], [1.3563, -2.2146, 1.3178], [2.0708, -2.8211, 2.3477], [1.4747, -3.2318, 3.5433], [0.1198, -3.0381, 3.7350], [-0.6165, -2.3399, 2.7496], [-0.0186, -1.9345, 1.5584], [0.7509, -1.5770, -1.4772], [2.7009, -3.9726, -1.3600], [4.8121, -5.0603, -1.4185], [6.9150, -3.5951, -0.7067], [6.4929, -1.5984, 0.3491], [4.1425, -0.6103, 0.7299], [3.1413, -2.9377, 2.2120], [2.1190, -3.7464, 4.2047], [-0.3355, -3.4383, 4.5902], [-1.6696, -2.1795, 2.8669], [-0.6299, -1.3865, 0.8367], [0.3052, 9.6375, 0.5107], [0.1864, 7.8692, 0.5911], [-0.6481, 7.4064, 1.6048], [-1.4720, 8.5765, 2.6407], [-0.7397, 6.0361, 1.8631], [-1.7491, 5.4514, 3.1179], [-0.0554, 5.0521, 1.0682], [-0.2672, 3.8022, 1.2769], [0.7428, 5.5285, -0.0236], [1.3012, 4.7860, -0.8770], [0.7513, 6.9205, -0.2402], [1.4600, 7.5591, -1.7492], [-4.8519, -3.9271, -2.6292], [-3.9102, -2.9797, -2.0603], [-2.5399, -3.1079, -1.9630], [-2.0307, -1.9417, -1.5238], [-3.0941, -1.0352, -1.3785], [-4.2767, -1.6379, -1.7403], [-5.8729, -1.1165, -1.7635], [-2.8013, 0.3276, -1.1190], [-2.4748, 0.6855, 0.1682], [-2.1361, 2.0178, 0.3730], [-2.2996, 2.9347, -0.6942], [-2.7871, 2.4674, -1.9187], [-2.9207, 1.1506, -2.1338], [-5.6000, -4.2526, -1.8650], [-4.2788, -4.8204, -2.9173], [-5.3354, -3.4833, -3.4826], [-2.0299, -4.0934, -1.9968], [-1.0330, -1.6820, -1.3154], [-2.4330, -0.1014, 0.9043], [-1.7656, 2.3222, 1.3454], [-2.2189, 4.0171, -0.5653], [-3.0556, 3.1887, -2.7330]], "forces_ev_per_a": [[-0.14, -0.02, 0.13], [-0.47, -0.97, -0.35], [-1.95, -0.20, -0.43], [1.15, -1.14, 1.49], [-0.19, 0.71, 0.13], [-0.97, 0.78, -0.93], [1.74, 0.28, 0.50], [1.37, 0.98, 0.48], [-0.12, -0.52, -0.68], [-0.48, -0.78, -0.50], [0.15, 0.28, 0.94], [-0.60, 1.15, 0.43], [-0.88, 1.10, 0.93], [0.14, 0.46, -0.60], [-0.35, 0.41, -1.44], [0.46, 0.70, -1.48], [0.89, -0.57, -0.17], [0.53, -0.29, 0.50], [0.31, 0.41, -0.44], [-1.59, -1.19, -0.54], [0.46, 0.41, 0.13], [-0.18, -0.44, -0.02], [0.70, 0.99, 0.24], [0.64, -1.29, -0.70], [-0.06, -0.19, 0.05], [0.24, -0.44, 1.00], [-0.75, -0.28, 1.11], [-0.39, 0.14, 0.23], [0.43, -0.28, 0.13], [0.53, -0.65, -0.82], [-1.56, 0.57, 1.27], [0.36, 0.42, 0.39], [0.02, -0.51, 0.05], [0.81, -0.25, -1.16], [-0.43, -0.25, 0.48], [-1.36, 0.44, 1.42], [0.92, -0.27, -0.31], [-0.18, 1.56, -0.76], [0.63, -1.74, -0.44], [0.71, 1.11, -0.70], [0.00, -0.47, 0.54], [0.40, -0.68, 1.16], [-0.54, 2.12, 0.22], [0.68, -1.08, 0.63], [-1.45, -0.28, -0.41], [0.29, -1.66, -0.89], [0.41, -1.62, -0.11], [0.49, 0.21, 0.03], [-0.85, 0.66, -0.18], [0.47, 0.46, -0.40], [-0.20, 0.10, -0.26], [-0.86, -0.10, 0.25], [0.56, -0.02, 0.54], [-0.76, 0.43, -0.75], [0.43, 0.47, -0.66], [-0.15, 0.31, -0.06], [-0.34, 0.07, -0.26], [-0.50, 1.00, -0.30], [0.60, 0.28, 0.27], [0.02, 0.21, 0.38], [-0.10, 0.39, -0.24], [0.42, -0.47, 0.25], [0.44, -0.96, 0.67]]}